The following is a DFT calculation (ωB97M-V/def2-TZVPD) of 11 unconnected molecules or ions with the total composition C56H54F5N5O in a non-equilibrium geometry.

Geometry as XYZ:
```
121
Properties=species:S:1:pos:R:3:forces:R:3:mulliken_charge:R:1
F -16.01220 10.89637 -10.87465 -0.35 0.24 -0.15 -0.36
C -16.95178 11.83242 -10.55268 0.23 -0.75 0.31 0.00
C -17.03788 12.19636 -9.23689 -0.01 1.37 0.80 0.10
C -17.89477 13.25628 -8.88800 -0.02 -0.68 -1.87 -0.87
C -18.69264 13.79617 -9.91728 -0.28 0.67 0.05 -0.42
C -18.66343 13.35381 -11.25829 0.49 -0.50 1.90 -0.77
C -17.79587 12.31641 -11.52706 0.02 -0.51 -0.94 0.21
H -16.37658 11.81902 -8.46934 0.13 -0.30 -0.25 0.30
H -17.83916 13.62072 -7.87376 -0.46 0.18 -0.03 0.46
H -19.37742 14.60998 -9.71292 0.06 0.06 0.28 0.36
H -19.31288 13.74446 -12.02632 -0.08 0.10 0.10 0.50
H -17.82497 11.80533 -12.48125 0.36 0.20 -0.17 0.45
F -20.71642 7.33508 -13.75799 -0.10 -0.33 0.16 -0.29
C -21.79485 8.01651 -14.19927 -0.85 0.54 0.60 0.38
C -22.90743 8.18985 -13.37613 1.37 0.13 0.09 -0.27
C -23.91039 9.03898 -13.80955 -0.83 -0.43 -0.29 -0.83
C -23.90588 9.56400 -15.10016 1.08 0.14 0.14 -0.72
C -22.78000 9.34468 -15.90138 -1.17 -0.01 -0.13 -0.47
C -21.72530 8.59415 -15.43453 0.67 -0.43 -0.68 -0.48
H -22.83806 7.77931 -12.37633 -0.43 -0.03 0.09 0.87
H -24.77311 9.19503 -13.17555 0.07 0.13 0.13 0.44
H -24.68312 10.21959 -15.46490 -0.21 -0.16 0.10 0.42
H -22.81681 9.67232 -16.93158 0.31 0.24 0.03 0.44
H -20.84647 8.38294 -16.03041 -0.02 0.15 -0.15 0.52
F -19.25062 4.74759 -9.29917 0.53 0.26 0.50 -0.06
C -18.70499 5.93374 -9.66661 -0.95 0.64 -1.37 0.45
C -17.52741 6.43730 -9.18842 1.24 -0.17 1.01 -1.34
C -16.92452 7.58531 -9.72945 -0.90 -0.31 -1.23 -0.85
C -17.52874 8.21170 -10.82554 0.14 -0.56 0.33 -0.69
C -18.76261 7.72381 -11.26533 0.16 0.50 0.36 -0.35
C -19.36752 6.63627 -10.67050 0.05 -0.06 -0.44 0.54
H -16.98234 5.91661 -8.40958 -0.14 -0.13 0.12 0.70
H -15.93396 7.90943 -9.44425 -0.05 -0.06 0.39 0.41
H -16.98501 8.98792 -11.34613 -0.30 0.12 0.04 0.73
H -19.33849 8.18039 -12.05782 0.37 0.19 -0.19 0.13
H -20.30501 6.36403 -11.13627 -0.10 -0.58 0.49 0.44
F -19.30023 -0.25176 -4.98263 0.12 -0.12 -0.42 -0.31
C -19.53788 0.24108 -6.21655 -1.64 0.31 -0.93 0.36
C -20.79150 0.01202 -6.83471 0.57 0.75 0.38 -0.54
C -21.08961 0.61408 -8.06140 0.59 0.30 1.09 -0.51
C -20.14630 1.46591 -8.69054 -0.78 -0.97 0.16 0.03
C -18.95535 1.71242 -8.05345 0.24 -0.50 0.75 -0.09
C -18.64819 1.08454 -6.82533 0.79 -0.06 -0.45 -0.75
H -21.57182 -0.48489 -6.27467 0.07 -0.28 -0.08 0.38
H -22.12927 0.52972 -8.34507 0.17 -0.08 -0.74 0.39
H -20.32568 1.83326 -9.69055 -0.26 0.33 0.17 0.16
H -18.25303 2.41667 -8.47428 0.10 -0.11 -0.05 0.41
H -17.64832 1.14082 -6.41354 -0.06 0.46 0.19 0.37
F -18.84034 12.65938 -15.23967 0.29 -0.21 0.20 -0.35
C -18.13777 11.50741 -15.12032 0.44 -0.39 -0.04 0.17
C -18.76291 10.37270 -14.68265 -1.16 -0.90 -0.44 0.56
C -18.11290 9.13398 -14.76056 -0.07 0.75 0.08 -0.64
C -16.81243 9.09876 -15.18824 1.44 -0.45 -0.04 -0.65
C -16.09835 10.26006 -15.49771 -1.26 0.43 -0.33 -0.80
C -16.80525 11.45544 -15.49291 0.17 0.89 -0.11 -0.12
H -19.83380 10.38509 -14.52005 0.00 0.15 0.35 0.06
H -18.60130 8.19713 -14.53532 -0.24 0.14 0.11 0.44
H -16.33064 8.13377 -15.28438 0.09 0.00 0.04 0.46
H -15.09416 10.29832 -15.89267 0.12 -0.40 0.22 0.46
H -16.36140 12.38534 -15.82624 0.19 -0.04 0.01 0.43
C -22.65246 4.68266 -8.28436 -0.62 0.30 0.20 -0.02
C -22.01815 5.91329 -8.36621 1.27 -0.69 0.38 -0.63
C -22.55427 6.95224 -9.08221 -0.68 -0.82 -0.16 -0.27
N -23.76635 6.80804 -9.63608 -0.36 1.46 0.28 -0.42
C -24.49689 5.75161 -9.33629 0.78 -1.48 -0.88 -0.36
C -23.96138 4.60667 -8.72698 0.42 0.18 -0.38 -0.54
H -22.10202 3.84572 -7.87693 -0.16 -0.15 0.02 0.48
H -21.01038 5.92081 -7.97108 0.04 0.50 -0.04 0.49
H -21.97583 7.84247 -9.28857 -0.17 0.15 -0.08 0.45
H -25.43816 5.61297 -9.85547 -0.26 0.49 0.17 0.38
H -24.47546 3.65941 -8.81442 -0.23 0.05 0.38 0.40
C -23.31071 4.55024 -12.66488 0.81 0.60 -0.15 -0.34
C -21.97164 4.35712 -12.36959 0.76 -0.65 -0.77 0.17
C -21.57784 3.16067 -11.78900 -1.77 -0.54 0.42 -0.48
N -22.48577 2.21048 -11.46567 0.14 -0.18 0.05 -0.40
C -23.78501 2.40217 -11.74436 1.19 1.02 0.46 -0.69
C -24.22120 3.60169 -12.29357 -0.87 -0.75 -0.70 -0.40
H -23.57966 5.41674 -13.25402 -0.26 0.07 0.15 0.41
H -21.19743 4.95774 -12.83067 -0.09 0.48 0.36 0.45
H -20.55004 2.91460 -11.56445 0.10 0.17 -0.10 0.40
H -24.49266 1.63077 -11.47300 0.12 -0.21 -0.05 0.36
H -25.24344 3.69680 -12.63762 -0.16 0.07 0.34 0.46
C -11.70419 8.52932 -8.90362 -1.55 0.51 0.79 -0.38
C -13.00451 8.68017 -8.34127 0.71 0.04 -1.23 -0.03
C -13.56974 9.95943 -8.31336 0.97 -0.15 -0.11 -0.15
N -12.93594 11.05985 -8.75766 -0.04 -0.03 -0.34 -0.54
C -11.71948 10.91880 -9.28985 -0.55 -0.98 0.93 -0.25
C -11.07466 9.67981 -9.29770 0.72 0.61 -0.86 -0.32
H -11.22114 7.57802 -9.07355 -0.13 -0.15 0.29 0.39
H -13.60059 7.80419 -8.12567 -0.03 0.06 0.37 0.21
H -14.56976 10.12052 -7.93370 -0.05 -0.08 0.08 0.40
H -11.22046 11.77823 -9.71525 -0.14 0.22 0.13 0.36
H -10.07867 9.63884 -9.72125 0.03 -0.08 -0.03 0.34
C -21.23382 10.73609 -11.21405 0.65 -0.06 -1.05 0.59
C -21.84244 10.69947 -9.98877 -0.89 -0.31 0.84 -0.65
C -23.11971 11.25786 -9.84652 0.85 1.13 -0.61 -0.43
N -23.67757 11.96733 -10.81282 0.12 0.33 -1.79 -0.61
C -23.00899 12.09384 -12.01036 -0.26 -0.55 1.68 -0.78
C -21.78484 11.48969 -12.24908 -1.23 0.12 0.31 -0.16
H -20.35130 10.16011 -11.46261 0.30 0.14 0.50 0.30
H -21.42744 10.24066 -9.10083 0.30 -0.30 -0.26 0.54
H -23.65019 11.29449 -8.90400 0.03 -0.41 0.10 0.40
H -23.48166 12.66637 -12.79599 -0.23 0.14 0.13 0.42
H -21.39027 11.59108 -13.25051 0.41 -0.21 0.11 0.34
C -16.98093 3.04684 -11.04096 -0.69 -0.39 -0.73 -0.30
C -16.25630 4.18577 -11.30665 -0.41 -0.08 -0.13 -0.38
C -16.45833 4.82527 -12.53934 0.21 -1.11 0.04 -0.36
N -17.23781 4.31075 -13.50915 0.32 0.35 1.01 -0.58
C -17.94633 3.19528 -13.22506 0.65 0.88 -0.47 -0.55
C -17.87181 2.54561 -12.01065 0.41 0.31 0.98 -0.29
H -16.88149 2.52495 -10.09999 0.05 0.01 0.03 0.65
H -15.59513 4.53219 -10.52479 0.16 0.41 -0.30 0.48
H -15.85005 5.69572 -12.74730 -0.29 0.23 -0.32 0.38
H -18.51734 2.87548 -14.08674 -0.35 -0.39 0.30 0.43
H -18.48393 1.70425 -11.71578 -0.03 -0.19 -0.46 0.55
C -13.96276 5.26983 -6.41456 -0.52 -0.13 0.72 -0.57
O -15.24463 5.85137 -6.10255 0.41 -0.19 -0.62 -0.46
H -14.00168 4.18267 -6.31769 -0.01 -0.05 0.17 0.26
H -13.65283 5.45773 -7.44122 -0.17 0.47 0.05 0.16
H -13.26106 5.67445 -5.68608 0.49 -0.15 -0.38 0.36
H -15.21005 6.07222 -5.16966 -0.20 0.04 0.00 0.29
```
Forces are in eV/Å.

E_tot = -82030.342 eV
total charge = 0
HOMO energy = -9.1 eV
molecular weight = 908.07 g mol⁻¹
gap between HOMO and LUMO = 9.484 eV
SMILES string = Fc1ccccc1.Fc1ccccc1.Fc1ccccc1.Fc1ccccc1.Fc1ccccc1.c1ccncc1.c1ccncc1.c1ccncc1.c1ccncc1.c1ccncc1.CO
ΔE to the lowest compared entry with this formula, charge and spin = 0.000 eV
strongest force on any atom = 2.02 eV/A